Below is a molecular structure, C26H23IrN8O4Se, with properties calculated with the ωB97M-V functional and the def2-TZVPD basis.

Each line ends with the Löwdin charge.
Positions of all 63 atoms, in Å:
Ir (0.201831, -0.211829, 0.071621)  1.445
Se (2.700986, -0.502665, -2.018736)  1.286
O (0.236779, 1.604987, 1.034458)  -0.208
O (3.018235, -2.389881, 0.827490)  0.146
O (0.494161, -1.865743, -1.035174)  -0.314
O (2.192080, -0.317993, 1.013246)  -0.111
N (-1.854684, 0.179656, 0.016182)  -0.077
N (1.421399, 0.678816, -1.514465)  -0.306
N (-1.830193, 3.351744, -6.160998)  0.173
N (-2.233372, 1.848990, -4.229860)  0.142
N (-0.657447, -1.397995, 1.448412)  -0.133
N (3.444718, 0.346821, 3.107136)  0.026
N (-2.160165, 1.078160, -2.049965)  0.157
N (3.041622, 0.335906, -3.502580)  -0.209
C (-1.997269, 2.671647, -5.246566)  -0.318
C (0.569296, -5.859318, 0.010794)  -0.075
C (2.239811, 2.276944, -4.711890)  0.001
C (1.450861, 3.374582, -4.668879)  -0.057
C (-0.223164, 3.882969, 1.311330)  0.006
C (0.653971, 3.652783, -3.514288)  -0.054
C (-0.595030, -2.685663, 1.503037)  -0.047
C (0.069225, -4.948617, 0.899367)  -0.031
C (0.984908, -4.077089, -1.579524)  -0.002
C (-1.608383, 2.585349, -0.186688)  -0.166
C (0.037239, -3.571840, 0.588028)  -0.154
C (0.598457, 2.810429, -2.449527)  -0.037
C (1.350390, 1.599702, -2.482598)  -0.313
C (-2.002611, 2.011975, -3.021695)  -0.058
C (1.025550, -5.405573, -1.237742)  -0.047
C (-1.899261, 1.285388, -0.730642)  -0.291
C (2.234855, 1.379689, -3.599178)  -0.366
C (-2.305636, 3.756359, -0.542602)  -0.028
C (2.960877, -1.371795, 1.436990)  -0.485
C (-0.525061, 2.632274, 0.739758)  -0.369
C (-0.930820, 5.006689, 0.958762)  -0.045
C (-1.628295, -0.712228, 2.299284)  -0.150
C (-1.979578, 4.958689, 0.026430)  -0.067
C (3.692157, -1.041515, 2.727462)  -0.119
C (-2.298205, 0.349752, 1.425341)  -0.160
C (0.498549, -3.121777, -0.667200)  -0.349
H (2.286587, 0.393941, 1.711331)  0.102
H (4.744601, -1.286028, 2.581853)  0.140
H (1.413803, -6.120865, -1.951745)  0.115
H (0.597748, -6.911660, 0.253380)  0.107
H (-3.131449, 3.689452, -1.239942)  0.121
H (0.043471, 3.072289, -1.564065)  0.085
H (-2.528990, 5.854031, -0.225606)  0.111
H (4.246116, 0.938865, 2.932603)  0.104
H (-0.313467, -5.273573, 1.860148)  0.118
H (-2.066687, 1.333183, 1.819451)  0.104
H (-2.352992, -1.433059, 2.675714)  0.120
H (3.194235, 0.443014, 4.080802)  0.099
H (-2.423250, 0.126637, -2.302368)  0.178
H (1.328005, -3.734955, -2.546681)  0.117
H (3.309450, -1.731143, 3.480499)  0.142
H (-3.383459, 0.241213, 1.433825)  0.131
H (0.088724, 4.576067, -3.488422)  0.121
H (2.889457, 2.061055, -5.548442)  0.124
H (-0.668171, 5.955229, 1.409754)  0.116
H (1.438204, 4.073182, -5.493914)  0.116
H (-1.124135, -0.249731, 3.148790)  0.126
H (0.596298, 3.934056, 2.015573)  0.122
H (-1.149583, -3.152502, 2.315958)  0.143

Atomic forces in eV per Å
Ir 0.74 0.19 0.38
Se -0.09 -0.07 -0.02
O -0.20 -0.06 0.28
O 0.01 0.04 0.00
O -0.21 0.04 -0.28
O -0.30 -0.18 -0.24
N -0.18 -0.05 -0.33
N -0.34 -0.37 -0.37
N 0.07 -0.04 -0.03
N -0.07 -0.33 -0.14
N 0.12 0.20 0.43
N 0.03 0.01 0.00
N -0.09 0.02 -0.05
N 0.00 0.01 -0.01
C -0.08 0.22 0.10
C -0.01 -0.02 0.01
C 0.00 0.00 0.01
C 0.01 0.03 0.00
C -0.01 -0.01 -0.02
C 0.07 0.02 -0.07
C -0.08 -0.01 -0.10
C 0.02 0.00 -0.01
C -0.02 -0.02 0.03
C -0.16 0.05 0.14
C 0.03 0.05 -0.04
C -0.01 -0.01 0.04
C 0.19 0.27 0.26
C 0.09 0.15 0.09
C 0.01 0.00 -0.02
C 0.23 -0.11 0.07
C 0.04 0.03 0.02
C -0.01 -0.06 0.02
C 0.05 -0.05 0.00
C 0.03 0.01 -0.06
C 0.00 0.01 -0.01
C -0.04 -0.01 -0.06
C 0.01 0.02 -0.01
C -0.02 0.02 0.01
C 0.02 -0.02 -0.02
C 0.06 0.00 0.15
H 0.04 0.04 0.01
H 0.00 0.00 -0.01
H 0.00 0.00 0.00
H 0.01 0.00 0.00
H 0.00 -0.01 -0.01
H 0.09 0.04 -0.14
H 0.00 0.00 0.00
H 0.01 0.00 0.01
H 0.00 0.00 0.00
H -0.08 0.02 0.00
H 0.01 0.02 0.05
H -0.02 0.00 0.00
H 0.01 -0.01 0.00
H -0.01 0.01 0.00
H 0.01 0.00 0.00
H 0.01 -0.09 -0.03
H -0.01 -0.01 0.01
H 0.00 -0.01 0.01
H 0.00 0.00 0.00
H -0.03 -0.02 -0.01
H 0.04 0.05 -0.06
H 0.00 0.00 0.00
H 0.00 -0.01 -0.01

Values from the calculation:
frontier orbital gap (alpha / beta)	6.67 / 6.54	eV
DFT total energy	-4249.060471	hartree
lowest unoccupied orbital energy (alpha / beta)	-3.91 / -4.06	eV
total charge	+1
<S²>	0.755
multiplicity	2

***

Below is a molecular structure, C29H22CrN6O7S2Se, with properties calculated with the ωB97M-V functional and the def2-TZVPD basis.

Each line ends with the Löwdin charge.
Positions of all 68 atoms, in Å:
Se (4.607659, 3.542382, -4.769594)  1.067
Cr (-0.253411, -0.138780, -0.088701)  0.950
S (-0.183733, -2.764947, 1.736987)  0.541
S (-0.410527, 0.465893, 2.820692)  0.518
O (0.456473, -1.763629, 0.808071)  -0.426
O (0.542258, -4.011396, 1.647650)  -0.303
O (0.807530, 0.925501, 2.171518)  -0.313
O (-1.308714, -0.122105, 1.799242)  -0.374
O (-1.057321, 1.460518, 3.638219)  -0.284
O (-1.609144, -2.875798, 1.552462)  -0.284
O (0.723475, -2.355519, -1.951008)  -0.148
N (-0.969188, 1.726547, -0.135290)  0.018
N (-2.195139, -0.505743, -0.497537)  -0.002
N (1.864158, 0.229878, -0.273109)  0.011
N (0.008102, 0.277144, -2.120518)  -0.005
N (2.958934, 2.898405, -4.973281)  -0.241
N (4.804369, 2.817199, -3.158011)  -0.243
C (2.833036, -0.013726, 0.595847)  -0.117
C (-0.780892, 4.036462, 0.411676)  -0.005
C (0.120252, -0.633490, 5.244184)  -0.048
C (2.177277, 0.902736, -1.427340)  -0.181
C (4.136118, 0.442765, 0.424759)  -0.044
C (0.359015, -1.662085, 6.138669)  -0.063
C (-4.386977, 0.380289, -0.270419)  0.026
C (4.451167, 1.208596, -0.693772)  -0.002
C (1.402864, 1.543710, -3.683552)  -0.098
C (-0.736978, 0.712784, -4.352716)  -0.058
C (-2.932580, 3.017417, 0.247911)  0.025
C (0.098734, -2.212108, 3.424281)  -0.207
C (0.426758, 1.425804, -4.650886)  -0.007
C (-0.230561, 2.812084, 0.097187)  -0.062
C (-0.010298, -0.904064, 3.889670)  -0.218
C (2.662432, 2.227416, -3.888489)  -0.335
C (-2.313310, 1.813795, -0.054970)  -0.169
C (-0.893984, 0.167017, -3.088901)  -0.120
C (-2.162775, 4.138037, 0.493632)  -0.018
C (3.475889, 1.446929, -1.647444)  -0.103
C (0.354129, -3.239304, 4.325838)  -0.048
C (-3.010916, 0.546398, -0.288035)  -0.178
C (1.180690, 0.938652, -2.410077)  -0.163
C (-4.068463, -1.944932, -0.722700)  -0.004
C (0.486921, -2.964098, 5.676512)  -0.060
C (-2.705028, -1.713528, -0.711816)  -0.083
C (-4.920218, -0.879836, -0.480095)  -0.020
C (3.695272, 2.181361, -2.872740)  -0.338
C (0.665947, -3.771709, -1.754019)  -0.119
H (0.435179, -1.456514, 7.197957)  0.107
H (0.844660, -4.044460, -0.717409)  0.057
H (-4.009512, 3.073929, 0.306409)  0.115
H (-2.630684, 5.078274, 0.749742)  0.119
H (-0.338104, -4.088555, -2.036225)  0.081
H (-5.031684, 1.225604, -0.080623)  0.114
H (0.684902, -3.766913, 6.374013)  0.108
H (-1.994929, -2.510391, -0.871385)  0.119
H (-4.442891, -2.942080, -0.897768)  0.121
H (0.014716, 0.393306, 5.566947)  0.115
H (0.840233, 2.679553, 0.026583)  0.127
H (1.387944, -4.276329, -2.401940)  0.082
H (-1.786343, -0.397293, -2.857523)  0.108
H (4.879450, 0.209561, 1.172427)  0.101
H (-1.512688, 0.583377, -5.092878)  0.097
H (-0.144490, 4.888727, 0.595281)  0.119
H (5.444763, 1.605834, -0.853977)  0.116
H (2.561813, -0.594270, 1.464948)  0.113
H (-5.990787, -1.030785, -0.458646)  0.118
H (0.441714, -4.243525, 3.937210)  0.112
H (1.601899, -2.067937, -1.679953)  0.074
H (0.585539, 1.871962, -5.623180)  0.115

Atomic forces in eV per Å
Se 0.05 0.05 -0.14
Cr 1.16 -0.28 0.13
S 0.24 -0.95 -0.06
S 0.20 0.76 0.88
O -0.20 -0.37 0.02
O 0.00 0.27 0.00
O 0.04 -0.12 0.08
O 0.12 0.16 -0.38
O -0.10 -0.22 -0.01
O -0.04 0.15 -0.06
O -0.04 -0.37 -0.13
N -0.59 0.96 0.40
N -0.69 -0.04 -0.04
N -0.48 0.09 -0.08
N -0.14 -0.04 0.03
N -0.27 -0.12 0.11
N -0.09 -0.16 0.32
C 0.43 0.06 0.16
C -0.40 0.14 -0.02
C 0.03 0.13 -0.09
C -0.03 0.07 -0.44
C -0.14 -0.21 0.27
C 0.07 -0.09 0.01
C 0.21 0.30 0.02
C -0.29 0.17 -0.45
C -0.72 -0.22 -0.20
C -0.35 -0.19 0.12
C -0.18 -0.29 -0.10
C -0.04 0.08 -0.15
C 0.48 0.16 0.31
C 0.34 -0.12 -0.18
C -0.20 0.00 -0.19
C 0.33 0.30 -0.34
C 0.36 0.49 0.00
C -0.05 0.05 -0.38
C 0.36 0.00 -0.03
C 0.12 -0.24 0.69
C 0.06 0.06 -0.07
C -0.35 -0.59 -0.03
C 0.45 0.04 0.10
C -0.15 0.15 0.02
C -0.03 0.07 0.04
C 0.08 -0.10 -0.10
C 0.12 -0.23 -0.10
C 0.35 0.25 -0.27
C 0.05 0.17 -0.19
H 0.04 0.05 0.00
H 0.02 -0.02 0.11
H 0.00 -0.02 0.02
H -0.02 0.00 0.00
H 0.03 -0.03 -0.02
H -0.02 -0.01 -0.02
H -0.03 -0.03 -0.01
H 0.03 -0.02 0.01
H 0.01 -0.02 0.02
H -0.04 -0.04 0.08
H 0.00 -0.04 0.09
H -0.06 -0.07 0.01
H -0.01 0.03 -0.03
H -0.01 -0.01 0.00
H -0.02 -0.05 0.04
H 0.06 -0.03 0.01
H 0.03 -0.01 0.04
H -0.05 0.05 0.01
H -0.01 0.03 0.01
H 0.03 -0.02 0.08
H -0.06 0.11 0.09
H 0.00 0.01 -0.01

Values from the calculation:
frontier orbital gap (alpha / beta)	4.10 / 7.14	eV
DFT total energy	-6215.910426	hartree
lowest unoccupied orbital energy (alpha / beta)	-1.09 / -1.26	eV
total charge	0
<S²>	6.044
multiplicity	5